No. 1
Formula: C2H7N3S2
Source: the OMol25 dataset
Level of theory: ωB97M-V/def2-TZVPD

ORCA input file:
```
! wB97M-V def2-TZVPD RIJCOSX def2/J DEFGRID3
* xyz 0 1
C -0.68000 1.68230 0.12087
C 0.14046 -0.59215 -0.33034
H -0.20442 2.67070 0.06964
H -1.68500 1.79191 -0.25417
H -0.74013 1.42716 1.18399
H 0.98191 1.08483 -0.98438
H 1.34065 -2.20765 -0.41482
H 2.59273 -0.56698 1.39545
H -2.90925 -2.07033 0.27741
N 0.10516 0.74512 -0.64742
N 1.40960 -1.20484 -0.51293
N -0.78233 -1.38777 0.06076
S 2.84649 -0.51010 0.07602
S -2.41587 -0.86221 -0.04008
*
```

The value obtained for the HOMO energy is -8.08 eV. The SMILES is CN/C(=N\S)NS. The molar mass comes out at 137.23 g mol⁻¹. The calculation puts the LUMO energy at 0.700 eV. The gap between HOMO and LUMO comes out at 0.323 Eh.

No. 2
Formula: C2H7N3S2
Source: the OMol25 dataset
Level of theory: ωB97M-V/def2-TZVPD

ORCA input file:
```
! wB97M-V def2-TZVPD RIJCOSX def2/J DEFGRID3
* xyz 0 1
C 0.30802 1.88587 -0.81103
C -0.29123 -0.00241 0.67253
H 0.87359 2.85078 -0.58068
H 0.73911 1.19236 -1.58946
H -0.66347 2.07924 -1.48600
H 0.02404 2.07112 1.14875
H 1.28770 -0.74084 -0.34360
H -0.09392 -3.05748 -0.56515
H -0.17344 -2.44462 1.21993
N 0.27419 1.24524 0.39705
N 0.40481 -0.95843 -0.08036
N -1.10791 -0.24670 1.61761
S -0.14993 -1.84213 -1.35169
S -1.43156 -2.03200 1.75210
*
```

The value obtained for the HOMO energy is -8.43 eV. The SMILES is CN/C(=N/S)NS. The molar mass comes out at 137.23 g mol⁻¹. The calculation puts the LUMO energy at 0.507 eV. The gap between HOMO and LUMO comes out at 0.328 Eh.

No. 3
Formula: C2H7N4
Source: the OMol25 dataset
Level of theory: ωB97M-V/def2-TZVPD

ORCA input file:
```
! wB97M-V def2-TZVPD RIJCOSX def2/J DEFGRID3
* xyz 1 1
C -1.78761 1.26612 0.24810
C -1.19463 0.38400 -0.52610
N 2.60260 0.50060 0.60991
N 2.08026 -0.72068 -0.00165
N 2.59235 0.48804 -0.58587
N -0.58588 -0.81825 0.05698
H -2.26507 2.13938 -0.15711
H -1.81740 1.16527 1.32330
H 2.77286 -1.47524 -0.00993
H -1.15328 0.43430 -1.59933
H 0.50364 -0.84130 -0.03316
H -0.94799 -1.66873 -0.38667
H -0.79984 -0.85352 1.06153
*
```

The value obtained for the HOMO energy is -15.06 eV. The molar mass comes out at 87.11 g mol⁻¹. The calculation puts the LUMO energy at -4.244 eV. The gap between HOMO and LUMO comes out at 0.397 Eh.

No. 4
Formula: C2H7N4
Source: the OMol25 dataset
Level of theory: ωB97M-V/def2-TZVPD

ORCA input file:
```
! wB97M-V def2-TZVPD RIJCOSX def2/J DEFGRID3
* xyz 1 1
C -0.53608 0.00524 0.13651
C 1.51534 -0.06224 -0.87518
N 3.11036 0.16927 0.88323
N 2.56061 0.08228 -0.17075
N -1.26234 0.78001 0.90260
N -1.11709 -1.01462 -0.55194
H 1.21014 -1.14936 -0.87846
H 1.33648 0.68758 -1.54642
H 2.47196 0.25092 1.74221
H -0.94070 1.73024 1.17291
H -2.28199 0.63663 0.77980
H -0.75223 -1.09878 -1.49179
H -2.07999 -1.11292 -0.38057
*
```

The value obtained for the HOMO energy is -13.46 eV. The molar mass comes out at 87.11 g mol⁻¹. The calculation puts the LUMO energy at -4.600 eV. The gap between HOMO and LUMO comes out at 0.325 Eh.

No. 5
Formula: C2H7N4
Source: the OMol25 dataset
Level of theory: ωB97M-V/def2-TZVPD

ORCA input file:
```
! wB97M-V def2-TZVPD RIJCOSX def2/J DEFGRID3
* xyz 1 1
C 0.80976 -1.73557 -1.27724
C -0.53393 1.10606 2.04888
N 0.42325 -0.85597 -0.61538
N -0.43299 0.93226 0.75273
N 1.32218 -2.74485 -1.84840
N -0.83471 1.69316 -0.31376
H -0.00635 0.31612 2.55914
H -0.97562 1.97136 2.48345
H 0.10771 0.09586 0.42163
H 0.92921 -3.57059 -1.45031
H 2.05711 -2.61729 -2.46244
H -1.61835 2.46673 -0.21747
H -0.45819 1.35994 -1.25010
*
```

The value obtained for the HOMO energy is -13.99 eV. The molar mass comes out at 87.11 g mol⁻¹. The calculation puts the LUMO energy at -3.592 eV. The gap between HOMO and LUMO comes out at 0.382 Eh.

No. 6
Formula: C2H7N4
Source: the OMol25 dataset
Level of theory: ωB97M-V/def2-TZVPD

ORCA input file:
```
! wB97M-V def2-TZVPD RIJCOSX def2/J DEFGRID3
* xyz 1 1
C 1.39161 0.79094 1.17971
C -1.27233 -0.59118 -1.19731
N 0.32874 0.84335 -0.24936
N 2.13598 1.88731 1.25404
N -1.96955 -1.77281 -1.18245
N -0.44531 -0.28396 -0.21732
H 1.21655 -0.04038 1.79634
H -1.70874 0.12237 -1.96066
H 2.87292 2.08367 1.85943
H 2.08349 2.62161 0.44485
H -2.53000 -2.27408 -1.82098
H -1.84354 -2.46373 -0.40542
H -0.25982 -0.92312 0.49913
*
```

The value obtained for the HOMO energy is -11.81 eV. The SMILES is N/C=N/[NH+]=C/N. The molar mass comes out at 87.11 g mol⁻¹. The calculation puts the LUMO energy at -4.130 eV. The gap between HOMO and LUMO comes out at 0.282 Eh.

No. 7
Formula: C2H7N4O
Source: the OMol25 dataset
Level of theory: ωB97M-V/def2-TZVPD

ORCA input file:
```
! wB97M-V def2-TZVPD RIJCOSX def2/J DEFGRID3
* xyz 1 1
C -1.95411 0.24827 -0.21829
C 0.42989 -1.04580 -0.39608
N -2.60079 -0.68138 0.10106
N 1.43745 -0.31634 0.06258
N -1.33360 1.32235 0.03684
N 1.43101 1.13468 -0.13203
O 0.40932 -2.36937 -0.05981
H -3.16855 -1.46477 -0.27956
H 2.12748 -0.68186 0.70235
H -1.58223 2.23533 -0.38296
H -0.26331 1.32901 0.24396
H 1.84603 1.35720 0.68478
H 1.99030 1.50576 -0.84012
H 1.23112 -2.57308 0.47729
*
```

The value obtained for the HOMO energy is -13.20 eV. The molar mass comes out at 103.10 g mol⁻¹. The calculation puts the LUMO energy at -3.757 eV. The gap between HOMO and LUMO comes out at 0.347 Eh.

No. 8
Formula: C2H7N4S
Source: the OMol25 dataset
Level of theory: ωB97M-V/def2-TZVPD

ORCA input file:
```
! wB97M-V def2-TZVPD RIJCOSX def2/J DEFGRID3
* xyz 1 1
C -0.39929 0.86136 -0.19082
C -1.38463 -1.41972 -1.62410
N 0.67067 0.10143 0.28410
N 0.83902 -0.14926 1.49826
N 2.02853 -0.59701 1.74517
N -0.44108 2.11855 0.22150
S -1.34445 0.39234 -1.50494
H -1.07844 -1.92490 -0.65678
H -0.62749 -1.79678 -2.36064
H -2.38011 -1.94659 -1.85934
H 2.71509 -0.56709 0.98874
H 2.34401 -0.42012 2.64480
H 0.09838 2.42835 1.00629
H -1.04021 2.91944 -0.19223
*
```

The value obtained for the HOMO energy is -14.20 eV. The molar mass comes out at 119.17 g mol⁻¹. The calculation puts the LUMO energy at -4.555 eV. The gap between HOMO and LUMO comes out at 0.354 Eh.

No. 9
Formula: C2H7N4S
Source: the OMol25 dataset
Level of theory: ωB97M-V/def2-TZVPD

ORCA input file:
```
! wB97M-V def2-TZVPD RIJCOSX def2/J DEFGRID3
* xyz 1 1
C 1.17907 0.27629 0.12607
C -1.01174 -0.22273 0.28323
N 0.46317 1.51682 -0.14125
N 0.28600 -0.76900 0.33010
N 0.49800 -1.90673 -0.40321
N -0.86610 1.19515 -0.37325
S 2.82236 0.21804 0.06492
H -1.66414 -1.00953 -0.14237
H -1.21637 0.05328 1.36883
H 0.51553 2.11469 0.67642
H 0.35543 -2.67318 0.33803
H 1.43189 -1.92153 -0.81600
H -1.18852 1.26521 -1.37280
H -1.60458 1.86321 0.06128
*
```

The value obtained for the HOMO energy is -13.12 eV. The SMILES is NN1C[NH2+]NC1=S. The molar mass comes out at 119.17 g mol⁻¹. The calculation puts the LUMO energy at -4.202 eV. The gap between HOMO and LUMO comes out at 0.328 Eh.

No. 10
Formula: C2H7N5
Source: the OMol25 dataset
Level of theory: ωB97M-V/def2-TZVPD

ORCA input file:
```
! wB97M-V def2-TZVPD RIJCOSX def2/J DEFGRID3
* xyz 0 1
C 0.23005 0.34247 0.29821
N 1.85371 -1.17573 -1.04426
N 0.14322 1.30061 1.33336
N -2.15875 0.55362 -0.26722
C -0.90422 0.00840 -0.50648
N 0.26159 -1.04966 0.63247
N 1.43414 -0.57211 0.17534
H 1.63907 -2.17038 -0.96115
H 2.86523 -1.07085 -1.09177
H 0.74926 1.10360 2.11947
H -0.01346 2.25414 1.02649
H -2.47110 0.55985 0.69819
H -2.87491 0.42537 -0.96850
H -0.75384 -0.50934 -1.44416
*
```

The value obtained for the HOMO energy is -7.32 eV. The molar mass comes out at 101.11 g mol⁻¹. The calculation puts the LUMO energy at 1.050 eV. The gap between HOMO and LUMO comes out at 0.308 Eh.

No. 11
Formula: C2H7N5O
Source: the OMol25 dataset
Level of theory: ωB97M-V/def2-TZVPD

ORCA input file:
```
! wB97M-V def2-TZVPD RIJCOSX def2/J DEFGRID3
* xyz 0 1
C -0.76545 0.43813 -0.04288
C 2.47671 -0.66186 0.01140
H -0.74108 2.39320 0.24403
H -2.38859 1.76691 0.12218
H -1.15290 -1.27534 -1.04187
H -3.00183 -1.31557 0.55820
H 0.86218 -1.16464 1.10048
H 3.02258 -1.57059 0.27875
H 2.64691 1.20826 -0.57140
N -1.36728 1.60990 0.02646
N -1.49867 -0.81981 -0.22032
N 0.52042 0.51601 0.01841
N 1.13753 -0.63716 0.25820
N 3.14319 0.30329 -0.46602
O -2.89371 -0.79073 -0.27562
*
```

The value obtained for the HOMO energy is -7.60 eV. The SMILES is [H]/N=C\N/N=C(/N)NO. The molar mass comes out at 117.11 g mol⁻¹. The calculation puts the LUMO energy at 0.504 eV. The gap between HOMO and LUMO comes out at 0.298 Eh.

No. 12
Formula: C2H7NO
Source: the OMol25 dataset
Level of theory: ωB97M-V/def2-TZVPD

ORCA input file:
```
! wB97M-V def2-TZVPD RIJCOSX def2/J DEFGRID3
* xyz 0 1
C -0.59825 0.47372 -0.26821
O -0.65307 1.21896 -1.49805
C 0.69223 -0.30629 -0.07814
N 0.60979 -1.24193 1.08797
H -1.51285 -0.13467 -0.27602
H -0.66647 1.35094 0.50612
H -1.53862 1.30857 -1.88838
H 1.53953 0.43648 -0.00488
H 0.74882 -1.01424 -1.00728
H 1.44396 -1.20513 1.63722
H -0.06509 -0.88641 1.78964
*
```

The value obtained for the HOMO energy is -9.61 eV. The SMILES is NCCO. The molar mass comes out at 61.08 g mol⁻¹. The calculation puts the LUMO energy at 0.981 eV. The gap between HOMO and LUMO comes out at 0.389 Eh.

No. 13
Formula: C2H7NO
Source: the OMol25 dataset
Level of theory: ωB97M-V/def2-TZVPD

ORCA input file:
```
! wB97M-V def2-TZVPD RIJCOSX def2/J DEFGRID3
* xyz 0 1
C -0.77591 1.21051 0.16004
C -1.55170 -0.54794 0.34302
N -0.37987 -0.14554 0.81750
H 0.12474 1.80173 0.07628
H -0.97423 1.07244 -1.02680
H -1.61160 1.90781 0.68989
H -1.60078 -1.27182 -0.50532
H -2.61758 -0.42247 0.74460
H 1.45691 -0.66894 -0.69399
H 2.83023 -0.43056 -0.15842
O 2.37713 -0.61810 -0.98339
*
```

The value obtained for the HOMO energy is -8.56 eV. The molar mass comes out at 61.08 g mol⁻¹. The calculation puts the LUMO energy at -0.160 eV. The gap between HOMO and LUMO comes out at 0.309 Eh.

No. 14
Formula: C2H7NO
Source: the OMol25 dataset
Level of theory: ωB97M-V/def2-TZVPD

ORCA input file:
```
! wB97M-V def2-TZVPD RIJCOSX def2/J DEFGRID3
* xyz 0 1
O -0.60033 -1.24299 -1.82034
H -0.79267 -2.18027 -1.86543
C -0.03578 0.81744 0.46413
C -0.19367 0.36369 1.72202
N 0.99274 0.70724 -0.47332
H -0.93061 1.18734 -0.03192
H 0.66292 0.36694 2.38609
H -1.14382 0.27350 2.22833
H 1.85228 0.20990 -0.27731
H -0.49024 -0.81639 -0.98218
H 0.67920 0.31359 -1.35006
*
```

The value obtained for the HOMO energy is -8.55 eV. The SMILES is C=CN.O. The molar mass comes out at 61.08 g mol⁻¹. The calculation puts the LUMO energy at 0.953 eV. The gap between HOMO and LUMO comes out at 0.349 Eh.

No. 15
Formula: C2H7NO2
Source: the OMol25 dataset
Level of theory: ωB97M-V/def2-TZVPD

ORCA input file:
```
! wB97M-V def2-TZVPD RIJCOSX def2/J DEFGRID3
* xyz 0 1
C -1.23046 -0.48153 0.03403
C -0.11910 0.70601 0.42932
N 0.83227 0.56479 -0.52286
O -0.72212 1.79735 0.58941
H -1.93915 -0.63803 0.83411
H -1.72987 -0.19431 -0.87675
H -0.50894 -1.33631 -0.07773
H 1.34588 -0.33619 -0.42309
H 0.25572 0.30132 1.41533
H 1.19200 -2.74532 -0.06503
H 1.24567 1.42116 -0.87297
O 0.84453 -1.91069 -0.40850
*
```

The value obtained for the HOMO energy is -9.05 eV. The molar mass comes out at 77.08 g mol⁻¹. The calculation puts the LUMO energy at -3.287 eV. The gap between HOMO and LUMO comes out at 0.212 Eh.

No. 16
Formula: C2H7NO2
Source: the OMol25 dataset
Level of theory: ωB97M-V/def2-TZVPD

ORCA input file:
```
! wB97M-V def2-TZVPD RIJCOSX def2/J DEFGRID3
* xyz 0 1
O 2.90745 -0.52919 0.15149
C 2.59135 0.39786 -0.59027
N 1.49653 0.29499 -1.36263
C 0.54757 -0.76515 -1.59341
H 3.10230 1.38022 -0.73722
H 1.38186 1.20071 -1.82421
H -0.27729 -0.34208 -2.19109
H 0.13688 -1.13410 -0.63852
H 0.97926 -1.61807 -2.14367
O -4.35043 0.74415 3.50786
H -3.48957 0.31201 3.70891
H -5.02593 0.05862 3.71280
*
```

The value obtained for the HOMO energy is -9.79 eV. The SMILES is CNC=O.O. The molar mass comes out at 77.08 g mol⁻¹. The calculation puts the LUMO energy at 0.750 eV. The gap between HOMO and LUMO comes out at 0.387 Eh.

No. 17
Formula: C2H7NO2
Source: the OMol25 dataset
Level of theory: ωB97M-V/def2-TZVPD

ORCA input file:
```
! wB97M-V def2-TZVPD RIJCOSX def2/J DEFGRID3
* xyz 0 1
O -2.64612 -0.34497 1.33440
C -2.18319 0.74182 0.82967
N -1.02210 0.95939 0.25629
C 0.00000 0.00000 0.00000
H -2.65544 1.74904 0.93056
H -0.82993 1.91910 -0.04130
H -0.18182 -0.90087 0.60990
H 0.98735 0.41255 0.26747
H 0.01731 -0.29262 -1.06333
O -2.92330 -2.54368 3.52505
H -2.81391 -1.78243 2.91123
H -2.67617 -3.33146 2.98971
*
```

The value obtained for the HOMO energy is -10.26 eV. The SMILES is CNC=O.O. The molar mass comes out at 77.08 g mol⁻¹. The calculation puts the LUMO energy at 0.551 eV. The gap between HOMO and LUMO comes out at 0.397 Eh.

No. 18
Formula: C2H7NO2
Source: the OMol25 dataset
Level of theory: ωB97M-V/def2-TZVPD

ORCA input file:
```
! wB97M-V def2-TZVPD RIJCOSX def2/J DEFGRID3
* xyz 0 1
C 1.25201 -0.54160 0.66472
C 1.26534 -0.83030 -0.79426
H -3.44838 2.02638 -0.62528
H -2.07553 1.67323 -1.06302
H -0.05812 -0.36609 2.32737
H -0.90279 -0.49567 1.02263
H 2.38629 -0.80125 -0.86979
H 0.69603 -0.24036 -1.58889
H 1.14713 -1.91414 -1.10231
N 0.03358 -0.16809 1.28661
O -2.56809 2.27970 -0.51573
O 2.27254 -0.62180 1.25794
*
```

The value obtained for the HOMO energy is -10.10 eV. The SMILES is CC(N)=O.O. The molar mass comes out at 77.08 g mol⁻¹. The calculation puts the LUMO energy at 0.519 eV. The gap between HOMO and LUMO comes out at 0.390 Eh.

No. 19
Formula: C2H7NO2S
Source: the OMol25 dataset
Level of theory: ωB97M-V/def2-TZVPD

ORCA input file:
```
! wB97M-V def2-TZVPD RIJCOSX def2/J DEFGRID3
* xyz 0 3
C -0.67372 2.06475 1.67765
C 0.37782 -1.10040 -1.70529
N -0.00089 0.78162 1.82540
O 0.51574 -2.46480 -1.50746
O 0.92818 -0.32213 -0.61875
S -0.28934 -0.36456 0.73934
H -0.78106 2.64774 2.59882
H -1.77552 1.85414 1.40481
H -0.18092 2.69457 0.81849
H 0.98652 -0.80837 -2.58168
H -0.65135 -0.80273 -1.88948
H 1.03474 -2.88762 -2.17359
H 0.50980 -1.29219 1.41175
*
```

The value obtained for the HOMO energy (spin up / spin down) is -5.56 / -9.86 eV. The molar mass comes out at 109.15 g mol⁻¹. As for the expectation value of S²: 2.011. The calculation puts the LUMO energy (spin up / spin down) at 0.837 / -1.913 eV. The gap between HOMO and LUMO (spin up / spin down) comes out at 0.235 / 0.292 Eh.

| no. | total energy (eV) |
| --- | --- |
| 1 | -28327.412 |
| 2 | -28325.166 |
| 3 | -8137.073 |
| 4 | -8136.787 |
| 5 | -8138.889 |
| 6 | -8137.085 |
| 7 | -10184.653 |
| 8 | -18974.465 |
| 9 | -18973.054 |
| 10 | -9633.366 |
| 11 | -11682.242 |
| 12 | -5724.063 |
| 13 | -5720.677 |
| 14 | -5723.686 |
| 15 | -7766.507 |
| 16 | -7772.325 |
| 17 | -7772.472 |
| 18 | -7772.143 |
| 19 | -18601.443 |